[1]
Computed, not measured: a molecular structure, C8H11N3, with the ωB97M-V functional and the def2-TZVPD basis.

Geometry as XYZ:
```
22
Properties=species:S:1:pos:R:3:forces:R:3
C -1.302059 -0.183185 4.436075 0.6 -3.3 -1.5
C 0.026241 0.159828 0.004583 -2.5 4.6 -0.9
C -0.165802 -1.034173 -0.609145 -2.4 -3.8 -2.4
C 0.214186 -1.501853 -1.986688 -0.6 2.8 3.0
C 0.981218 -0.425316 -2.510759 2.7 -1.5 -2.3
C 1.822228 -0.594222 -3.881108 -1.3 1.7 2.6
C 1.241451 0.833199 -1.916123 2.1 -0.7 -1.3
C 0.568746 1.215147 -0.768990 2.0 -2.9 -1.2
H -0.279739 0.065352 4.886518 -2.0 -0.4 0.8
H -0.918471 -1.335634 3.737263 -1.7 3.1 2.7
H -2.420838 -0.237180 5.047874 3.8 0.0 -1.5
H -1.526958 1.782808 3.230317 0.7 -4.1 0.5
H -1.010281 -1.647479 -0.265585 0.7 0.1 0.8
H -0.288573 -2.497815 -2.418876 1.7 2.6 0.8
H 2.024980 -1.642425 -3.941138 1.4 -0.4 -0.2
H 2.610740 0.296370 -3.972059 -1.6 -2.7 -0.2
H 0.973863 -0.516845 -4.511832 -0.3 0.7 -1.7
H 2.245919 1.355012 -2.446581 -3.5 -0.6 1.7
H 0.634188 2.222779 -0.601176 -0.2 2.2 1.6
N -1.329055 0.636303 3.273851 -1.5 4.5 -3.6
N -1.023601 0.098392 2.043715 0.9 0.9 0.7
N -0.841926 0.885091 1.060750 1.1 -2.9 1.6
```
Forces are in eV/Å.

Summary:
ΔE to the lowest compared entry with this formula, charge and spin in kcal/mol: 162.7
Total charge: 0
Largest force on an atom in hartree/bohr: 0.115
Total energy in eV: -12937.0177
HOMO-LUMO gap in eV: 9.206

Atomic partial charges in e from the Löwdin method, atoms 1 to 6: number 1, C, carries -0.18; number 2, C, carries -0.23; number 3, C, carries -0.07; number 4, C, carries -0.01; number 5, C, carries -0.29; number 6, C, carries -0.05



[2]
Computed, not measured: a molecular structure, C22H43AlF3N2O2, with the ωB97M-V functional and the def2-TZVPD basis.

Geometry as XYZ:
```
73
Properties=species:S:1:pos:R:3:forces:R:3
C 2.212513 0.396962 5.860114 -1.0 -0.2 -1.5
C 1.559600 -0.998129 5.366837 -1.4 -2.2 0.2
C 2.086358 -1.803296 4.146577 -2.9 -1.0 2.0
C 1.348625 -3.118961 3.728589 -1.0 2.5 3.1
C 0.105512 -3.600582 4.546445 2.3 2.7 0.4
C -0.386223 -2.810862 5.781106 1.8 1.2 -0.5
C -1.651275 -3.252531 6.645841 1.0 -0.2 -0.4
Al -3.226377 -3.439088 5.307451 -0.7 -0.5 1.1
O -4.549253 -4.408616 6.198119 0.3 0.3 -1.3
C -4.069591 -1.622557 4.808474 -1.7 -1.1 1.1
O -3.422226 -0.944063 3.674892 1.2 4.2 1.0
C -3.012212 0.353070 3.994197 -0.2 -0.5 -0.7
F -2.547302 1.032216 2.820661 -1.0 -1.7 2.8
F -4.072233 1.180015 4.508056 2.5 -1.7 -0.9
F -1.943260 0.388645 4.927782 -2.5 0.2 -1.9
C 0.351728 -1.509922 6.186154 1.3 -2.0 -3.2
H 1.901655 1.171344 5.058145 0.6 -1.0 1.3
H 3.351274 0.379070 5.873523 -1.5 -0.1 0.2
H 1.741289 0.767775 6.840488 0.9 -0.8 -1.4
H 3.002781 -1.396007 3.594944 -1.5 -0.8 0.8
H 1.728176 -3.680893 2.806947 -0.7 0.8 1.6
H -0.419671 -4.540976 4.189119 0.7 1.5 0.7
H -1.440463 -4.238357 7.212083 -0.3 1.4 -1.1
H -1.969240 -2.493761 7.438878 0.9 -0.7 -1.1
H -2.782286 -4.201822 3.985724 0.0 -0.2 -0.3
H -5.091237 -4.878664 5.530065 0.5 0.4 0.7
H -4.183121 -0.982889 5.747988 0.3 -0.4 -1.5
H -5.147661 -1.870279 4.460256 1.6 0.6 0.5
H -0.031513 -0.950556 7.105564 0.7 -0.8 -1.5
C 0.943927 3.073094 -2.938534 0.0 0.1 0.0
C -0.125033 2.556930 -1.982652 0.1 0.2 0.1
N -0.028684 3.116531 -0.639943 0.1 -0.1 0.3
C -0.848873 2.409996 0.344276 0.1 -0.3 0.0
C -2.363996 2.444741 0.160208 -0.3 0.0 0.1
C -0.055370 4.572421 -0.546376 0.3 0.0 -0.2
C -1.266082 5.299931 -1.128060 -0.1 0.3 0.0
H 1.945877 2.924946 -2.526737 -0.1 0.0 0.0
H 0.887748 2.529550 -3.885566 0.0 0.0 0.1
H 0.812486 4.134548 -3.163799 0.0 0.0 0.0
H 0.001564 1.470642 -1.919551 -0.1 0.1 0.3
H -1.114043 2.730634 -2.426670 -0.1 0.0 -0.1
H -0.606420 2.778102 1.346903 0.1 0.1 -0.2
H -0.533866 1.360045 0.350607 0.1 0.1 -0.1
H -2.781944 3.416741 0.426038 0.0 0.0 -0.1
H -2.828315 1.709542 0.820094 0.1 0.1 -0.2
H -2.665923 2.198996 -0.861118 0.1 0.1 0.0
H 0.842772 4.962025 -1.038202 0.0 -0.1 -0.1
H 0.064421 4.869636 0.501184 -0.1 -0.3 0.0
H -1.537120 4.936162 -2.121382 0.0 0.0 0.0
H -1.036495 6.366362 -1.228382 0.0 -0.1 0.0
H -2.137760 5.224178 -0.478442 0.0 -0.1 -0.1
C 2.945629 -2.768411 -7.327802 -0.1 0.0 0.0
C 3.091866 -1.903540 -6.081417 -0.1 0.0 -0.1
N 2.444711 -0.601072 -6.193688 0.1 0.4 0.0
C 2.831513 0.332378 -5.137834 0.2 0.0 -0.1
C 2.447576 -0.021918 -3.703138 0.0 0.1 0.2
C 1.023084 -0.614736 -6.525567 0.0 -0.2 -0.3
C 0.083273 -1.377818 -5.594236 -0.3 0.0 0.0
H 3.291973 -2.237537 -8.218731 -0.1 0.0 0.1
H 3.548191 -3.674412 -7.222695 -0.1 0.1 0.0
H 1.911156 -3.081923 -7.488361 0.1 0.0 0.0
H 4.164970 -1.749336 -5.924665 -0.1 0.2 0.1
H 2.727198 -2.466215 -5.212468 0.0 -0.1 0.1
H 2.437611 1.327268 -5.373768 -0.1 -0.1 -0.1
H 3.921257 0.448939 -5.176572 0.0 -0.1 -0.1
H 1.382482 0.125161 -3.521438 0.1 -0.1 0.0
H 2.981146 0.634331 -3.009119 0.0 -0.1 0.0
H 2.710596 -1.049794 -3.443006 0.0 0.1 -0.1
H 0.912598 -1.029664 -7.533259 0.1 -0.1 0.1
H 0.664063 0.416028 -6.621097 0.2 0.0 0.1
H 0.464343 -2.366640 -5.331320 0.0 0.1 0.0
H -0.880469 -1.527427 -6.092355 0.1 0.0 0.0
H -0.118007 -0.825704 -4.676381 0.1 -0.1 0.0
```
Forces are in eV/Å.

Summary:
ΔE to the lowest compared entry with this formula, charge and spin in kcal/mol: 112.6
Total charge: -1
Largest force on an atom in hartree/bohr: 0.086
Total energy in eV: -45334.5357
HOMO-LUMO gap in eV: 6.974

Atomic partial charges in e from the Löwdin method, atoms 1 to 6: number 1, C, carries -0.11; number 2, C, carries -0.23; number 3, C, carries -0.07; number 4, C, carries -0.08; number 5, C, carries -0.07; number 6, C, carries -0.24